The following is a quantum chemistry calculation of 2 unconnected molecules or ions with the total composition C5H4O3S2 at a distorted geometry, from the Open Molecules 2025 dataset.

XYZ file:
```
14
C5H4O3S2, DFT ωB97M-V/def2-TZVPD
O -1.43110 3.91113 0.27044
C -0.92837 2.87970 0.13828
C -0.35253 1.76978 0.34053
C -0.09911 0.61879 -0.58212
C 1.18638 -0.21439 -0.07224
S 2.25603 1.06033 0.83376
S 0.57448 1.70288 1.87725
H -0.18982 1.07627 -1.60175
H -0.90614 -0.17015 -0.71225
H 0.70434 -0.90321 0.75626
H 1.67090 -0.72866 -0.91364
O -2.57867 2.18257 2.57193
C -2.77985 1.29315 1.92173
O -2.91420 0.41484 1.21766
```

Results
SMILES: O=C=C1CCSS1.O=C=O
Electronic energy, eV: -33061.6474
Energy relative to the best compared isomer or geometry (same formula, charge and spin), kcal/mol: 19.2
Net charge: 0
HOMO level, eV: -8.63
F_max, eV/Å: 4.86
Orbital gap, eV: 8.734
Molecular weight, g mol⁻¹: 176.218

Atomic partial charges in e from the Mulliken method, atoms 1 to 5:
1 O -0.407
2 C 0.850
3 C -0.322
4 C -0.546
5 C -0.655

The following is a quantum chemistry calculation of a molecular structure, C3H4HgO3 at a distorted geometry, from the Open Molecules 2025 dataset.

XYZ file:
```
11
C3H4HgO3, DFT ωB97M-V/def2-TZVPD
O 0.53344 0.41813 0.62465
C 1.48358 -0.50222 0.15223
O 1.18198 -1.68096 0.25657
Hg 3.19211 2.17928 -0.12469
O 2.54444 0.02545 -0.26983
C -0.78191 0.06871 0.73976
H -1.26055 0.55347 1.59345
C -1.56539 -0.22118 -0.49512
H -1.09348 -0.98527 -1.13245
H -2.57967 -0.54691 -0.23105
H -1.65454 0.69150 -1.11353
```

Results
Electronic energy, eV: -13489.9896
Energy relative to the best compared isomer or geometry (same formula, charge and spin), kcal/mol: 0.0
Multiplicity: 3
Net charge: 0
HOMO level (alpha / beta), eV: -7.34 / -9.78
F_max, eV/Å: 3.91
Orbital gap (alpha / beta), eV: 7.262 / 6.208
Molecular weight, g mol⁻¹: 288.652

Atomic partial charges in e from the Mulliken method, atoms 1 to 5:
1 O -0.387
2 C 0.747
3 O -0.544
4 Hg 0.624
5 O -0.632

The following is a quantum chemistry calculation of a single C3H10N2S molecule at a distorted geometry, from the Open Molecules 2025 dataset.

XYZ file:
```
16
C3H10N2S, DFT ωB97M-V/def2-TZVPD
N 2.38851 -0.76605 1.42977
C 0.91372 -0.61350 1.55312
C 0.44680 -0.13148 0.20032
N 0.96747 1.25561 0.07391
C -1.11443 -0.35409 -0.12769
S -1.75352 0.21486 -1.60406
H 2.60267 -0.72006 0.47169
H 2.90477 -0.01219 1.98118
H 0.41605 -1.54732 1.82415
H 0.73079 0.06326 2.46033
H 0.92942 -0.87572 -0.50798
H 0.68635 1.92507 0.77829
H 0.74783 1.68852 -0.81015
H -1.19365 -1.44595 -0.07165
H -1.70798 0.07237 0.61814
H -3.02829 0.58176 -1.35932
```

Results
SMILES: NC[C@H](N)CS
Electronic energy, eV: -17087.5172
Energy relative to the best compared isomer or geometry (same formula, charge and spin), kcal/mol: 25.1
Net charge: 0
HOMO level, eV: -8.90
F_max, eV/Å: 3.49
Orbital gap, eV: 9.717
Molecular weight, g mol⁻¹: 106.194

Atomic partial charges in e from the Mulliken method, atoms 1 to 5:
1 N -0.589
2 C -0.471
3 C -0.019
4 N -0.486
5 C -0.775

The following is a quantum chemistry calculation of 4 unconnected molecules or ions with the total composition CH9O3S at a distorted geometry, from the Open Molecules 2025 dataset.

XYZ file:
```
14
CH9O3S, DFT ωB97M-V/def2-TZVPD
C -0.89893 -1.20841 1.00958
S 0.67763 -0.34374 0.62674
H -0.63236 -2.20925 1.37349
H -1.55464 -1.25147 0.15126
H -1.40170 -0.65977 1.82098
H -0.24917 1.17945 2.37148
H -0.58447 2.38365 1.40716
O -0.67064 2.02600 2.29383
H -0.01084 0.74417 -1.30231
H 0.65285 1.54421 -2.38961
O -0.20228 1.38831 -1.98672
H 0.72296 -1.42934 -1.26817
H 0.14050 -0.94154 -2.53804
O 0.52215 -1.74310 -2.16301
```

Results
Electronic energy, eV: -18159.1710
Energy relative to the best compared isomer or geometry (same formula, charge and spin), kcal/mol: 5.4
Multiplicity: 2
Net charge: 0
HOMO level (alpha / beta), eV: -10.57 / -10.19
F_max, eV/Å: 1.25
Orbital gap (alpha / beta), eV: 11.084 / 7.008
Molecular weight, g mol⁻¹: 101.147

Atomic partial charges in e from the Mulliken method, atoms 1 to 5:
1 C -0.649
2 S -0.208
3 H 0.296
4 H 0.298
5 H 0.350

The following is a quantum chemistry calculation of a single C3H7Cl2N3 molecule at a distorted geometry, from the Open Molecules 2025 dataset.

XYZ file:
```
15
C3H7Cl2N3, DFT ωB97M-V/def2-TZVPD
C 2.12857 -0.72795 0.36074
N 0.76017 -1.15695 0.57301
C -0.16833 -0.36492 0.20146
N 0.00446 0.88514 -0.34439
N -1.07171 1.62373 -0.81227
C -1.57587 -0.88309 0.44051
Cl -2.50698 0.13998 1.56138
Cl -2.44891 -1.17418 -1.08099
H 2.35294 -0.55967 -0.67923
H 2.80809 -1.49791 0.74092
H 2.36258 0.20223 0.93564
H 0.92773 1.10672 -0.63946
H -1.07940 2.56442 -0.37578
H -1.05036 1.69720 -1.82009
H -1.44299 -1.85475 0.93852
```

Results
SMILES: C/N=C(\NN)C(Cl)Cl
Electronic energy, eV: -32738.5634
Energy relative to the best compared isomer or geometry (same formula, charge and spin), kcal/mol: 0.0
Net charge: 0
HOMO level, eV: -9.33
F_max, eV/Å: 1.27
Orbital gap, eV: 10.017
Molecular weight, g mol⁻¹: 156.016

Atomic partial charges in e from the Mulliken method, atoms 1 to 5:
1 C -0.981
2 N -0.515
3 C 0.511
4 N -0.075
5 N -0.612

The following is a quantum chemistry calculation of 2 unconnected molecules or ions with the total composition C3H5N2O4 at a distorted geometry, from the Open Molecules 2025 dataset.

XYZ file:
```
14
C3H5N2O4, DFT ωB97M-V/def2-TZVPD
C 0.01062 -1.80672 1.88302
C 1.46397 -0.96444 0.07818
C 0.48065 -0.71153 1.12112
N -1.03821 3.58221 0.46163
N -0.48083 2.48880 0.50581
O 0.91914 -1.12375 2.51426
O -0.52161 -2.88009 1.88491
O -1.16956 1.38409 0.81472
O -2.43755 3.59836 0.67739
H 2.35989 -0.25096 0.10062
H 1.71743 -2.14860 0.07724
H 0.98096 -0.92145 -0.87781
H -0.15973 0.18606 1.12625
H -2.66940 2.90010 1.22739
```

Results
Electronic energy, eV: -14358.6735
Energy relative to the best compared isomer or geometry (same formula, charge and spin), kcal/mol: 119.6
Net charge: -1
HOMO level, eV: -4.28
F_max, eV/Å: 3.22
Orbital gap, eV: 7.971
Molecular weight, g mol⁻¹: 133.083

Atomic partial charges in e from the Mulliken method, atoms 1 to 5:
1 C 0.454
2 C -1.009
3 C 0.553
4 N -0.248
5 N -0.045

The following is a quantum chemistry calculation of a single C4H6O2 molecule, from the Open Molecules 2025 dataset.

XYZ file:
```
12
C4H6O2, DFT ωB97M-V/def2-TZVPD
O -2.05189 1.45721 -0.52853
C -1.10754 0.84009 -0.12072
C -0.92189 -0.58533 0.40681
C 0.51103 -0.45561 -0.13694
O 1.57267 -1.04661 0.55064
C 0.40214 1.07528 -0.15458
H -0.95492 -0.61522 1.50117
H -1.54020 -1.38608 -0.00268
H 0.50698 -0.81455 -1.17128
H 1.97908 -1.58224 -0.13237
H 0.84971 1.60272 -0.99809
H 0.75484 1.51034 0.78657
```

Results
SMILES: O=C1CC(O)C1
Electronic energy, eV: -8339.0356
Energy relative to the best compared isomer or geometry (same formula, charge and spin), kcal/mol: 32.9
Net charge: 0
HOMO level, eV: -9.56
F_max, eV/Å: 0.74
Orbital gap, eV: 10.147
Molecular weight, g mol⁻¹: 86.090

Atomic partial charges in e from the Mulliken method, atoms 1 to 5:
1 O -0.544
2 C 0.493
3 C -0.656
4 C 0.129
5 O -0.542

The following is a quantum chemistry calculation of a gas-phase ion, C7H7N2 (charge +1) at a distorted geometry, from the Open Molecules 2025 dataset.

XYZ file:
```
16
C7H7N2, DFT ωB97M-V/def2-TZVPD
C 1.90198 -1.05364 -0.24135
C 0.59576 -1.36070 -0.38314
C -0.38310 -0.33862 -0.02424
C -1.66729 -0.67503 0.79859
C -1.63015 0.37110 -0.44990
C -0.77173 1.72135 -0.39559
N 0.21922 1.02544 0.10465
C 1.58370 1.15805 0.35607
N 2.35705 0.17290 0.17820
H 2.68709 -1.76781 -0.43824
H 0.25592 -2.34910 -0.64605
H -2.13628 -1.59734 0.50385
H -1.79689 -0.34409 1.81682
H -2.26408 0.15159 -1.29238
H -0.91627 2.76899 -0.56396
H 1.96507 2.11691 0.67669
```

Results
SMILES: C1=C[C@]23C[C@H]2C=[N+]3C=N1
Electronic energy, eV: -10341.1020
Energy relative to the best compared isomer or geometry (same formula, charge and spin), kcal/mol: 70.0
Net charge: +1
HOMO level (alpha / beta), eV: -13.47 / -13.47
F_max, eV/Å: 4.39
Orbital gap (alpha / beta), eV: 7.449 / 7.448
Molecular weight, g mol⁻¹: 119.147

Atomic partial charges in e from the Mulliken method, atoms 1 to 5:
1 C -0.258
2 C -0.738
3 C 0.802
4 C -0.630
5 C -0.447

The following is a quantum chemistry calculation of a single C4H10N2O molecule at a distorted geometry, from the Open Molecules 2025 dataset.

XYZ file:
```
17
C4H10N2O, DFT ωB97M-V/def2-TZVPD
C 2.30100 -0.61742 -1.56461
N 1.55980 -0.78340 -0.34977
C 0.60306 0.09251 0.29950
C -0.80717 -0.04242 -0.39722
O -0.86226 -0.80353 -1.34410
N -1.88778 0.49396 0.22284
C -2.05724 0.83592 1.61339
H 2.83267 -1.56817 -1.70130
H 1.66512 -0.36349 -2.44900
H 3.08333 0.19111 -1.50370
H 1.17069 -1.70046 -0.22334
H 0.82223 1.14916 0.37154
H 0.49688 -0.22663 1.36321
H -2.78860 0.45300 -0.23032
H -2.67190 0.13671 2.17406
H -2.41619 1.87998 1.70651
H -1.04366 0.87318 2.01234
```

Results
SMILES: CNCC(=O)NC
Electronic energy, eV: -9337.1513
Energy relative to the best compared isomer or geometry (same formula, charge and spin), kcal/mol: 42.3
Net charge: 0
HOMO level, eV: -8.30
F_max, eV/Å: 2.25
Orbital gap, eV: 9.154
Molecular weight, g mol⁻¹: 102.137

Atomic partial charges in e from the Mulliken method, atoms 1 to 5:
1 C -0.736
2 N -0.330
3 C -0.843
4 C 0.631
5 O -0.611

The following is a quantum chemistry calculation of a molecular structure, C2H3NOS2 at a distorted geometry, from the Open Molecules 2025 dataset.

XYZ file:
```
9
C2H3NOS2, DFT ωB97M-V/def2-TZVPD
C -1.08274 0.04034 -0.23363
C 1.19080 -0.77485 0.07918
H 1.62729 1.29610 1.51736
H -1.74958 0.95077 0.02713
H 0.63643 -1.82685 -0.12937
N 0.21610 0.13936 0.20891
O 2.40371 -0.55940 0.29622
S 0.35839 1.64217 0.88176
S -1.72745 -1.17426 -1.15179
```

Results
Electronic energy, eV: -27328.7108
Energy relative to the best compared isomer or geometry (same formula, charge and spin), kcal/mol: 47.6
Net charge: 0
HOMO level, eV: -9.21
F_max, eV/Å: 4.63
Orbital gap, eV: 8.327
Molecular weight, g mol⁻¹: 121.186

Atomic partial charges in e from the Mulliken method, atoms 1 to 5:
1 C -0.031
2 C 0.300
3 H 0.195
4 H 0.239
5 H 0.153

The following is a quantum chemistry calculation of 2 unconnected molecules or ions with the total composition C6H13NO2S at a distorted geometry, from the Open Molecules 2025 dataset.

XYZ file:
```
23
C6H13NO2S, DFT ωB97M-V/def2-TZVPD
C 2.34117 0.83670 0.75615
C 0.97069 1.03607 1.34703
S 0.33625 2.67212 1.16142
C 0.25172 0.06792 1.85977
O -0.94588 0.24261 2.38661
O 0.52987 -1.19081 1.94840
H 2.73192 0.00246 1.22974
H 2.10226 0.53111 -0.26722
H 2.90751 1.73841 0.93370
H -0.49750 2.38792 0.19586
H -1.10589 1.16686 2.51052
H -0.16864 -1.54158 2.52242
H 0.36978 1.10667 -2.66903
N -0.28479 1.27304 -1.90507
C -0.58857 0.30580 -1.16395
C -0.33187 -1.13679 -1.32938
C -1.66926 -1.71292 -1.61537
H -1.34977 0.56790 -0.37691
H 0.30831 -1.34725 -2.17594
H 0.25989 -1.42737 -0.48587
H -1.75185 -2.72632 -1.41431
H -2.45078 -1.37178 -0.88179
H -1.96457 -1.48077 -2.56680
```

Results
SMILES: CC(S)=C(O)O.[H]/N=C\CC
Electronic energy, eV: -22851.2426
Energy relative to the best compared isomer or geometry (same formula, charge and spin), kcal/mol: 47.3
Net charge: 0
HOMO level, eV: -8.26
F_max, eV/Å: 3.79
Orbital gap, eV: 8.873
Molecular weight, g mol⁻¹: 163.242

Atomic partial charges in e from the Mulliken method, atoms 1 to 5:
1 C -1.217
2 C 0.257
3 S -0.267
4 C 0.552
5 O -0.585

The following is a quantum chemistry calculation of a single C19H18N2O4 molecule at a distorted geometry, from the Open Molecules 2025 dataset.

XYZ file:
```
43
C19H18N2O4, DFT ωB97M-V/def2-TZVPD
C -5.44558 -2.03250 -0.63906
C -4.15490 -1.24962 -0.55279
O -4.06994 -0.08215 -0.87799
N -3.11722 -1.99287 -0.08769
C -1.76174 -1.61067 0.06499
C -0.80183 -2.42397 -0.39506
C 0.63231 -2.19152 -0.29799
C 1.48127 -3.28391 -0.13456
C 2.85848 -3.14059 -0.01299
C 3.36009 -1.86338 -0.07755
C 2.52194 -0.76271 -0.27060
C 1.16377 -0.89590 -0.39023
O 3.28107 0.37704 -0.32614
C 4.61531 -0.03539 -0.13053
O 4.65962 -1.44000 -0.00257
C -1.43990 -0.43564 0.96450
O -0.76963 -0.61456 1.96476
N -1.94042 0.74520 0.58477
C -1.69205 1.96500 1.32948
C -0.70600 2.82856 0.58519
C -1.13587 3.87376 -0.22049
C -0.22170 4.62230 -0.94175
C 1.12835 4.32337 -0.87301
C 1.56382 3.27811 -0.07548
C 0.65095 2.53707 0.65268
H -5.67945 -2.48334 0.32273
H -6.24955 -1.36264 -0.92960
H -5.35556 -2.82044 -1.38447
H -3.28091 -2.98856 -0.01786
H -1.09344 -3.35269 -0.87439
H 1.05556 -4.27429 -0.07711
H 3.50726 -3.98884 0.12629
H 0.53738 -0.03846 -0.56548
H 5.01648 0.43025 0.78509
H 5.22813 0.27472 -0.99207
H -2.57527 0.77983 -0.20824
H -2.63909 2.49188 1.47406
H -1.28237 1.66820 2.29898
H -2.19021 4.10387 -0.28184
H -0.56477 5.43735 -1.56253
H 1.84004 4.90471 -1.44096
H 2.61339 3.03092 -0.02492
H 0.98759 1.72221 1.27628
```

Results
SMILES: CC(=O)N/C(=C/c1ccc2c(c1)OCO2)C(=O)NCc1ccccc1
Electronic energy, eV: -31165.3444
Energy relative to the best compared isomer or geometry (same formula, charge and spin), kcal/mol: 34.8
Net charge: 0
HOMO level, eV: -7.84
F_max, eV/Å: 1.28
Orbital gap, eV: 8.369
Molecular weight, g mol⁻¹: 338.363

Atomic partial charges in e from the Mulliken method, atoms 1 to 5:
1 C -1.282
2 C 0.753
3 O -0.711
4 N -0.175
5 C 0.553